Record 1
DFT (wB97M-V/def2-TZVPD) results for a structure of composition C44H35CuN3O3Sb in a non-equilibrium geometry.

Atoms and positions in Å:
Cu 14.70722 14.45878 10.92091
O 18.35556 11.08536 9.09979
C 17.54765 10.35217 9.86806
C 17.67157 8.94949 9.86409
C 16.82553 8.16481 10.62861
C 15.82974 8.72858 11.40423
C 15.72185 10.10301 11.47220
C 16.57137 10.91635 10.71286
C 16.38683 12.36366 10.83686
O 15.57773 12.81585 11.70928
N 16.98329 13.15528 9.92305
N 16.53894 14.40951 10.08280
C 17.26724 15.37764 9.51955
C 16.99536 16.76113 9.73925
C 17.97366 17.72431 9.37156
C 17.78274 19.06619 9.63744
C 16.60148 19.45977 10.26317
C 15.62727 18.55975 10.63628
C 15.77781 17.19438 10.35812
O 14.78976 16.37335 10.68244
H 18.00616 12.03768 9.20833
H 18.44449 8.49605 9.23902
H 16.93601 7.07209 10.63167
H 15.15986 8.07208 11.96119
H 14.94252 10.57742 12.08755
H 18.10075 15.06461 8.89793
H 18.86288 17.39726 8.85020
H 18.52668 19.81113 9.34129
H 16.42234 20.52656 10.45550
H 14.72153 18.89877 11.15167
C 11.63302 17.93801 12.09437
C 10.39531 17.88946 11.22104
C 9.20804 18.40626 11.72603
C 8.02686 18.29401 11.01297
C 7.99524 17.67638 9.78023
C 9.18537 17.15791 9.27474
C 10.38235 17.27785 9.98155
Sb 12.28419 16.36543 9.28345
C 13.31635 18.00100 8.19638
C 14.41065 17.50005 7.50313
C 15.35723 18.34955 6.92348
C 15.12528 19.71245 6.94661
C 14.01322 20.21899 7.59306
C 13.09077 19.37919 8.24918
C 11.89113 20.03899 8.90233
C 11.57452 15.38096 7.44535
C 11.72408 13.99788 7.50038
C 11.29906 13.16934 6.46866
C 10.84184 13.75703 5.31055
C 10.71189 15.13697 5.24811
C 11.09950 15.99222 6.27284
C 10.93283 17.46349 6.05465
H 11.49174 18.54004 13.02375
H 12.50830 18.36597 11.57667
H 11.90893 16.91714 12.42388
H 9.22958 18.89737 12.70634
H 7.09224 18.70117 11.45254
H 7.08380 17.59738 9.18911
H 9.16555 16.64975 8.30522
H 14.58462 16.42042 7.41513
H 16.24117 17.94153 6.44374
H 15.82702 20.41820 6.47762
H 13.84312 21.29025 7.60487
H 11.83074 21.09815 8.62648
H 11.95536 19.97098 9.99697
H 10.95426 19.54911 8.62481
H 12.16847 13.53605 8.38191
H 11.40592 12.08486 6.59106
H 10.52105 13.15050 4.45093
H 10.31866 15.59824 4.32950
H 10.28080 17.67347 5.18154
H 11.89117 17.97690 5.86578
H 10.50075 17.97369 6.93713
N 6.28878 9.56672 9.14744
C 7.26451 10.14009 9.45606
C 8.46894 10.82902 9.79251
C 9.68491 10.17606 9.89966
C 10.83097 10.85400 10.29135
C 10.82060 12.22340 10.51962
C 9.57786 12.88160 10.43021
C 8.44015 12.19519 10.08428
C 11.98881 12.98569 10.77191
C 12.97770 13.71353 10.88457
H 9.77662 9.10773 9.71411
H 11.76584 10.30931 10.39880
H 9.50269 13.96047 10.65330
H 7.50385 12.75578 9.98548

Output
Highest occupied orbital energy: -0.74 eV
Total charge: -2
Gap between HOMO and LUMO: 0.18128 hartree

Here are the Mulliken charges for atoms 1 to 2, given in e:
1 Cu -0.192
2 O -0.692

---

Record 2
DFT (wB97M-V/def2-TZVPD) results for a structure of composition C44H35IN5O7S4Tl.

Atoms and positions in Å:
Tl -0.92198 -0.11390 0.69316
C -0.51365 -0.53157 -3.83719
C -0.85109 0.15285 -2.54087
N -1.56920 -0.42833 -1.63950
N -2.11698 -1.65169 -1.97085
C -2.49972 -2.37835 -0.98463
S -2.36693 -2.16845 0.72320
S -3.35035 -3.88420 -1.39875
C -3.93655 -3.44490 -3.04561
C -4.84937 -2.24015 -3.12944
C -5.49573 -1.70325 -2.02229
C -6.32394 -0.59694 -2.15554
C -6.52270 -0.01284 -3.39709
C -5.88016 -0.54105 -4.50868
C -5.04935 -1.64210 -4.37096
C -0.36178 1.51742 -2.30225
C 0.46501 2.11329 -3.27019
C 0.88706 3.42135 -3.18898
C 0.46954 4.19416 -2.10064
C -0.31068 3.64166 -1.11772
C -0.72269 2.28692 -1.15463
O -1.41875 1.84786 -0.14435
H -1.11800 -1.42370 -3.95443
H 0.53670 -0.83354 -3.79908
H -0.65565 0.13120 -4.68986
H -4.46098 -4.33988 -3.39258
H -3.08241 -3.28899 -3.70289
H -5.32079 -2.13932 -1.04601
H -6.79665 -0.17628 -1.27592
H -7.15505 0.86115 -3.49420
H -6.00955 -0.08207 -5.48180
H -4.52616 -2.03570 -5.23631
H 0.79371 1.52015 -4.11278
H 1.53424 3.83696 -3.95127
H 0.78809 5.22770 -2.01394
H -0.59384 4.20091 -0.23566
C 1.63542 -2.62316 3.38585
C 1.72282 -1.16341 3.70877
N 2.80165 -0.70138 4.29997
C 2.89606 0.62529 4.51703
C 1.91709 1.52862 4.18743
C 2.19365 2.98927 4.37939
O 1.32196 3.55997 5.37853
C 0.72055 1.04917 3.60273
C -0.31786 2.01235 3.27881
N -1.52689 1.76438 2.92108
C -2.38923 2.87914 2.83553
C -2.16492 4.07098 3.54066
C -3.01877 5.15468 3.44328
C -4.15283 5.07865 2.64927
C -4.43274 3.89002 1.99616
C -3.57991 2.79914 2.10332
I -4.18357 1.02683 1.19993
C 0.63065 -0.31971 3.31444
O -0.35920 -0.86555 2.68218
H 2.35010 -3.17524 3.99413
H 1.86415 -2.78311 2.32698
H 0.62437 -3.00152 3.53149
H 3.82404 0.97039 4.96334
H 2.06328 3.50810 3.42395
H 3.23485 3.10243 4.69702
H 1.35530 4.51482 5.26962
H 0.00948 3.03960 3.39156
H -1.31300 4.13882 4.20369
H -2.79900 6.05695 4.00188
H -4.82795 5.92064 2.55857
H -5.33029 3.79733 1.39899
O -0.35031 -6.48403 -1.74204
S 0.53192 -5.96757 -0.72543
O 0.66512 -6.75253 0.47689
N 0.20836 -4.40948 -0.38802
C 1.18528 -3.60677 -0.74455
S 1.26338 -1.93472 -0.58240
C 2.36136 -4.32448 -1.36909
C 3.55017 -3.79688 -1.84727
C 4.49122 -4.66940 -2.37798
C 4.25088 -6.04172 -2.43023
C 3.05889 -6.56872 -1.94930
C 2.13783 -5.68318 -1.42602
H 3.71701 -2.72866 -1.79224
H 5.42869 -4.27872 -2.75560
H 5.00218 -6.70147 -2.84809
H 2.85660 -7.63179 -1.98079
O 1.30748 2.93785 1.24110
C 1.78710 1.85701 0.88674
O 1.16976 0.78122 0.59157
C 3.29521 1.73707 0.78098
C 3.90862 0.49094 0.83565
C 5.29264 0.39714 0.78708
C 6.06683 1.54311 0.66212
C 5.45396 2.78855 0.59556
C 4.07180 2.88384 0.66590
H 3.28852 -0.39462 0.90797
H 5.76574 -0.57586 0.84662
H 7.14751 1.46656 0.61753
H 6.05559 3.68473 0.49249
H 3.56772 3.84178 0.63574

Output
Highest occupied orbital energy: -2.73 eV
Total charge: -2
Relative energy (zero: lowest compared OMol25 entry of this formula, charge and spin): 0.574 eV
Gap between HOMO and LUMO: 0.24102 hartree

Here are the Mulliken charges for atoms 1 to 2, given in e:
1 Tl 1.278
2 C -1.754

---

Record 3
DFT (wB97M-V/def2-TZVPD) results for a structure of composition C44H37BBrIN9O2PV.

Atoms and positions in Å:
V -0.25753 0.93350 1.21418
Br -0.67463 7.33933 4.81274
C -0.24722 5.66240 4.02947
C 0.65087 4.80568 4.68465
C 0.97775 3.60275 4.11046
C 0.42022 3.18578 2.88089
O 0.79615 2.05760 2.33848
C -0.54381 4.03079 2.27188
C -1.31657 3.67572 1.12098
N -1.46654 2.47937 0.56351
C -2.59764 2.42339 -0.30650
C -3.82205 2.83551 0.15596
C -4.99283 2.75515 -0.62850
C -4.93272 2.28502 -1.90471
C -3.68173 1.89484 -2.44204
C -3.54506 1.46021 -3.78132
C -2.32112 1.11713 -4.26256
C -1.21433 1.19922 -3.38763
N -1.30052 1.58056 -2.14252
C -2.51225 1.94485 -1.64758
C -0.82294 5.29241 2.85152
H 1.08026 5.09754 5.63498
H 1.67783 2.92859 4.59167
H -1.90131 4.49310 0.70499
H -3.89581 3.21053 1.16923
H -5.93827 3.06917 -0.20340
H -5.82199 2.21384 -2.52155
H -4.42556 1.42437 -4.41297
H -2.18332 0.78213 -5.28247
H -0.22121 0.94140 -3.74582
H -1.53317 5.95159 2.36483
O 2.77276 2.72771 -0.09622
N 1.55155 2.20642 -0.43117
C 1.61209 1.21413 -1.23290
C 2.75866 0.57212 -1.92565
C 3.85117 1.30757 -2.39433
C 4.87786 0.68550 -3.08725
C 4.84240 -0.68599 -3.29398
C 3.77535 -1.42633 -2.80390
C 2.71444 -0.81476 -2.14065
P 1.31832 -1.78662 -1.40535
C 2.15055 -3.38101 -1.03066
C 2.73640 -3.47972 0.23388
C 3.38087 -4.64395 0.63019
C 3.44900 -5.72844 -0.23506
C 2.85953 -5.64520 -1.49003
C 2.20480 -4.48299 -1.88236
C 0.25411 -2.21744 -2.83914
C -1.04412 -2.61197 -2.51045
C -1.93470 -3.02972 -3.49096
C -1.53743 -3.05413 -4.82111
C -0.25533 -2.64086 -5.16394
C 0.63259 -2.21733 -4.18098
H 2.53185 3.37820 0.57647
H 0.62451 0.80860 -1.42127
H 3.88477 2.36978 -2.22518
H 5.71427 1.27011 -3.45292
H 5.64767 -1.18302 -3.82233
H 3.78032 -2.50324 -2.91957
H 2.70613 -2.62702 0.90964
H 3.81921 -4.70455 1.62017
H 3.96001 -6.63622 0.06511
H 2.91187 -6.48558 -2.17273
H 1.72655 -4.44530 -2.85465
H -1.36194 -2.59006 -1.46929
H -2.93865 -3.32814 -3.21445
H -2.22163 -3.39172 -5.59054
H 0.06052 -2.65233 -6.20046
H 1.61987 -1.87678 -4.46923
B 0.13903 -1.12557 4.09050
N 1.37801 -0.73786 3.24153
C 2.64691 -0.74860 3.64719
C 3.46815 -0.52121 2.55416
C 2.58150 -0.37544 1.49462
N 1.31169 -0.50493 1.90305
N -0.94473 0.00332 4.05465
C -1.77627 0.29148 5.06289
C -2.80659 1.08165 4.58408
C -2.51777 1.22782 3.23066
N -1.38974 0.58256 2.91210
H -0.35049 -2.14469 3.62420
H 0.48810 -1.27025 5.23872
H 2.88683 -0.93364 4.68375
H 4.54442 -0.46876 2.52257
H 2.82358 -0.19022 0.45934
H -1.58502 -0.09379 6.05352
H -3.64060 1.48808 5.13191
H -3.06317 1.76392 2.47336
I -5.31954 -2.76288 0.32594
C -3.41181 -2.03629 0.56959
C -2.34168 -2.65211 1.17984
N -1.31360 -1.80859 1.06907
N -1.64151 -0.66061 0.44450
C -2.92813 -0.79968 0.12909
H -2.25321 -3.60557 1.67472
H -0.38000 -1.90068 1.45313
H -3.47356 -0.04058 -0.40627

Output
Multiplicity: 2
Highest occupied orbital energy (alpha / beta): -7.36 / -5.38 eV
Gap between HOMO and LUMO (alpha / beta): 0.26902 / 0.19521 hartree

Here are the Mulliken charges for atoms 1 to 2, given in e:
1 V 1.368
2 Br -0.224

---

Record 4
DFT (wB97M-V/def2-TZVPD) results for a structure of composition C44H37Br2N7OP2SV.

Atoms and positions in Å:
V 0.27488 -0.36551 0.83671
C 5.51202 1.85454 1.40380
C 4.33096 2.47200 1.01191
C 3.10911 1.88272 1.29700
C 3.08812 0.68482 1.99538
C 4.26077 0.06308 2.40579
C 5.47687 0.65265 2.09993
N 1.82317 0.06748 2.27505
N 1.70639 -0.39344 3.42522
C 0.49267 -1.05198 3.64780
C 0.25107 -1.51486 4.93472
C -0.95819 -2.13927 5.20080
C -1.88893 -2.27792 4.18158
C -1.62456 -1.81151 2.89087
C -0.42400 -1.19070 2.59182
H 6.46276 2.31760 1.17660
H 4.36266 3.42022 0.49187
H 2.17784 2.35844 1.01168
H 4.20985 -0.86615 2.95917
H 6.39800 0.18066 2.41467
H 1.00216 -1.37125 5.70056
H -1.17651 -2.50554 6.19432
H -2.84081 -2.75105 4.38800
H -2.39048 -1.90730 2.13626
C -0.47088 2.42741 -4.03045
C -1.16857 2.96550 -2.81762
C -2.02893 4.08498 -2.94341
C -2.58459 4.63444 -1.83214
C -2.31030 4.06938 -0.56289
C -2.79015 4.59310 0.66538
Br -3.88561 6.12249 0.68498
C -2.47265 4.00538 1.85622
C -1.68659 2.84186 1.87492
Br -1.29869 2.05340 3.53103
C -1.21537 2.29347 0.70591
O -0.46844 1.16443 0.73678
C -1.48918 2.92176 -0.54186
N -0.92371 2.39827 -1.65923
H -1.16600 2.30504 -4.86055
H -0.00644 1.46773 -3.81176
H 0.29760 3.13166 -4.35843
H -2.21806 4.50181 -3.92368
H -3.22641 5.50171 -1.90110
H -2.83170 4.41780 2.78808
C -2.02476 -3.09336 -0.36247
P -1.14997 -1.59421 -0.90887
C 0.00545 -2.33360 -2.11164
C -2.31436 -0.63165 -1.93538
C -2.09732 -0.55975 -3.31171
C -2.94520 0.17515 -4.12573
C -4.01027 0.86362 -3.57122
C -4.23823 0.79045 -2.20495
C -3.41211 0.04309 -1.37147
P -3.75500 -0.12471 0.42347
C -4.68560 1.40674 0.81063
C -5.16594 -1.30732 0.37362
H -2.46163 -3.58443 -1.23300
H -2.81244 -2.86263 0.34726
H -1.31294 -3.77309 0.10756
H -0.53571 -2.92668 -2.84833
H 0.68426 -2.99406 -1.57240
H 0.59266 -1.57154 -2.62145
H -1.26760 -1.07509 -3.77271
H -2.76998 0.20513 -5.19328
H -4.67425 1.44253 -4.20010
H -5.08631 1.31745 -1.78670
H -4.11859 2.28560 0.50743
H -4.83528 1.45604 1.88998
H -5.66456 1.43140 0.33106
H -5.96493 -0.93790 -0.27080
H -5.56042 -1.42638 1.38420
H -4.85974 -2.28733 0.00849
S 7.07681 -3.01563 -1.25991
N 6.27528 -1.70205 -1.72939
C 5.08152 -1.76021 -1.16153
C 4.01998 -0.78762 -1.32093
C 4.09242 0.33313 -2.15239
C 2.99862 1.16479 -2.24029
C 1.86979 0.89706 -1.47100
N 1.80357 -0.15773 -0.66056
C 2.84788 -1.00388 -0.60290
C 2.66084 -2.17779 0.23316
N 1.46497 -2.27698 0.85945
C 1.22351 -3.38249 1.56376
C 2.15085 -4.41195 1.69798
C 3.38588 -4.29157 1.10265
C 3.65271 -3.14933 0.34459
C 4.90137 -2.90940 -0.35266
N 5.96217 -3.69985 -0.32349
H 4.99644 0.51778 -2.71840
H 3.00447 2.03229 -2.88512
H 0.98552 1.52684 -1.50700
H 0.26174 -3.44522 2.05194
H 1.89001 -5.28419 2.28006
H 4.14325 -5.05880 1.19879

Output
Multiplicity: 2
Highest occupied orbital energy (alpha / beta): -13.17 / -13.17 eV
Total charge: +2
Relative energy (zero: lowest compared OMol25 entry of this formula, charge and spin): 0.000 eV
Gap between HOMO and LUMO (alpha / beta): 0.23517 / 0.24712 hartree

Here are the Mulliken charges for atoms 1 to 2, given in e:
1 V -0.080
2 C -0.581

---

What is the formula in the third record?
C44H37BBrIN9O2PV